Computed, not measured: C33H27Co2O6Zr as an isolated structure in a non-equilibrium geometry, with the ωB97M-V functional and the def2-TZVPD basis.

The geometry in ORCA input format:
```
! RIJCOSX wB97M-V def2-TZVPD def2/J DEFGRID3
* xyz -1 1
C -2.6025 -0.7603 4.7838
C -3.2459 -0.5379 3.5510
C -2.5180 -0.5570 2.3588
C -1.1243 -0.8184 2.3618
C -0.3600 -0.8616 1.1028
Zr 1.7607 -2.2430 1.1791
C 2.1376 -2.7375 -1.0330
C 0.9301 -2.2139 -1.7011
C 0.8840 -0.8668 -2.1313
C -0.2717 -0.3610 -2.7070
C -1.4078 -1.1630 -2.8588
C -1.3680 -2.5043 -2.4521
C -0.2149 -3.0316 -1.8844
C 1.3961 -3.6676 3.1461
C 0.3644 -3.9742 2.1972
C 0.9868 -4.5774 1.0548
C 2.4013 -4.6328 1.2919
C 2.6503 -4.0846 2.5857
C 2.4579 -0.1490 2.4627
C 2.7066 0.0887 1.0698
C 3.7200 -0.8315 0.6436
C 4.0507 -1.6786 1.7498
C 3.2720 -1.2447 2.8818
C -0.5028 -1.0258 3.6165
C -1.2240 -1.0180 4.8047
H -3.1638 -0.7389 5.7244
H -4.3270 -0.3504 3.5402
H -3.0198 -0.3697 1.4049
H -1.0086 -1.1264 0.2540
H 0.1100 0.1110 0.8848
H 3.0482 -2.2255 -1.3595
H 2.2534 -3.8159 -1.1795
H 1.7593 -0.2287 -1.9765
H -0.2933 0.6851 -3.0225
H -2.3154 -0.7477 -3.2957
H -2.2445 -3.1429 -2.5865
H -0.1788 -4.0760 -1.5598
H 1.2441 -3.3100 4.1616
H -0.7066 -3.8658 2.3596
H 0.4641 -5.0013 0.2005
H 3.1529 -5.0796 0.6409
H 3.6061 -4.1091 3.1103
H 1.8150 0.4511 3.1049
H 2.2580 0.8740 0.4633
H 4.2138 -0.8308 -0.3256
H 4.8480 -2.4212 1.7627
H 3.3813 -1.5986 3.9072
H 0.5747 -1.2030 3.6558
H -0.6998 -1.2165 5.7439
O -2.0203 7.4648 -0.1496
C -1.8810 6.8361 -1.1078
Co -1.6956 5.9489 -2.6197
C -3.4010 5.5455 -2.8825
O -4.5066 5.3088 -3.1155
C -1.6023 7.4847 -3.4778
O -1.5899 8.5135 -4.0019
C -0.6016 4.3898 -1.7283
C -0.8730 3.0475 -1.5353
C -0.8964 2.0258 -0.6497
Co -0.9878 3.6050 -3.2673
C -2.5347 2.8288 -3.5778
O -3.5469 2.3990 -3.9351
C 0.0823 2.7315 -4.4094
O 0.6954 2.2832 -5.2876
C -1.2571 4.9271 -4.5433
O -1.3286 5.2509 -5.6635
H 0.1919 4.9235 -1.1917
H -1.6278 1.2286 -0.7883
H -0.2689 2.0456 0.2447
*
```

As for the gap between HOMO and LUMO: 5.6 eV. The energy above the lowest of the compared OMol25 structures with the same formula, charge and spin comes out at 0.789 eV.

=====

Computed, not measured: C33H27N6O4Pb as an isolated structure in a non-equilibrium geometry, with the ωB97M-V functional and the def2-TZVPD basis.

The geometry in ORCA input format:
```
! RIJCOSX wB97M-V def2-TZVPD def2/J DEFGRID3
* xyz 3 1
Pb -0.1039 -0.3820 -0.8327
O 7.6191 -3.7810 0.0247
C 6.3034 -4.0118 0.0150
O 5.8700 -5.1237 0.0844
C 5.3461 -2.8383 -0.0729
C 5.6998 -1.4961 0.0108
C 4.7322 -0.5002 -0.0134
C 3.3880 -0.8397 -0.1064
C 3.0483 -2.1787 -0.2571
C 4.0097 -3.1681 -0.2310
N 2.3044 0.1034 -0.0757
C 2.4809 1.3192 0.2497
C 1.3852 2.3048 0.2570
C 1.6704 3.6368 0.4613
C 0.6310 4.5655 0.4403
C -0.6580 4.1170 0.2314
C -0.8717 2.7605 0.0390
N 0.1248 1.8723 0.0435
H 7.8775 -2.8585 -0.0583
H 6.7332 -1.1849 0.1043
H 5.0587 0.5322 0.0186
H 2.0074 -2.4463 -0.4030
H 3.7510 -4.2145 -0.3313
H 3.4582 1.7025 0.5374
H 2.6950 3.9521 0.6216
H 0.8331 5.6186 0.5904
H -1.4958 4.8008 0.2131
H -1.8703 2.3758 -0.1335
O -2.1621 -1.4274 1.9062
C -2.9093 -0.8699 1.1049
N -4.2608 -0.8160 1.1654
C -4.8728 0.0159 0.1507
C -3.4272 0.4716 -0.6415
O -3.4140 1.2337 -1.5647
N -2.4396 -0.1736 0.0022
C -5.6201 -0.7551 -0.8847
C -6.0075 -0.1580 -2.1128
C -6.8985 -0.7910 -2.9356
C -7.3959 -2.0597 -2.5881
C -6.9780 -2.6886 -1.4017
C -6.0711 -2.0716 -0.5808
C -5.5420 1.2730 0.6879
C -5.7937 2.3850 -0.1136
C -6.5497 3.4421 0.3653
C -7.0440 3.4183 1.6624
C -6.7775 2.3294 2.4759
C -6.0112 1.2748 2.0039
H -4.7425 -1.1665 1.9768
H -5.5865 0.7906 -2.4135
H -7.2005 -0.3255 -3.8659
H -8.0790 -2.5730 -3.2550
H -7.3800 -3.6550 -1.1267
H -5.7624 -2.5591 0.3326
H -5.3689 2.4492 -1.1044
H -6.7314 4.3033 -0.2658
H -7.6117 4.2568 2.0459
H -7.1740 2.2928 3.4817
H -5.8445 0.4310 2.6611
N 0.3798 -2.6899 2.4214
C 0.1354 -3.4581 1.3982
C 0.2792 -4.8837 1.5449
C -0.0359 -5.6967 0.4841
C -0.4828 -5.0975 -0.6851
C -0.5309 -3.6683 -0.7718
N -0.2108 -2.8655 0.1969
H 0.5535 -3.1038 3.3342
H 0.0133 -1.7374 2.4154
H 0.6133 -5.2929 2.4947
H 0.0556 -6.7736 0.5581
H -0.7669 -5.6982 -1.5428
H -0.8288 -3.1958 -1.7072
*
```

As for the gap between HOMO and LUMO (spin up / spin down): 4.0 / 4.4 eV. The energy above the lowest of the compared OMol25 structures with the same formula, charge and spin comes out at 1.141 eV.

=====

Computed, not measured: C33H28AuBrN6O2 as an isolated structure, with the ωB97M-V functional and the def2-TZVPD basis.

The geometry in ORCA input format:
```
! RIJCOSX wB97M-V def2-TZVPD def2/J DEFGRID3
* xyz 2 1
Au -0.2841 -1.7623 -0.7295
O 4.7956 -0.0119 -1.0725
C 4.5306 -0.5613 -2.3036
C 5.5971 -0.6891 -3.1800
C 5.4006 -1.2746 -4.4179
C 4.1428 -1.7325 -4.7910
C 3.0829 -1.6201 -3.9101
C 3.2696 -1.0444 -2.6559
C 2.1397 -0.9466 -1.6624
O 0.9562 -1.4675 -2.2210
N 2.4872 -1.6724 -0.4219
N 1.4245 -2.2207 0.2168
C 1.4901 -3.0662 1.1781
C 0.3227 -3.5926 1.8458
Br -1.3519 -2.7729 1.3354
C 0.3558 -4.6001 2.7266
C -0.7158 -5.2241 3.4872
C -0.6342 -6.6015 3.7152
C -1.6401 -7.2504 4.4076
C -2.7114 -6.5247 4.9126
C -2.7762 -5.1490 4.7328
C -1.7857 -4.4973 4.0194
H 4.0478 0.4968 -0.7412
H 6.5650 -0.3139 -2.8771
H 6.2345 -1.3661 -5.1005
H 3.9917 -2.1779 -5.7641
H 2.1036 -1.9815 -4.1902
H 1.9636 0.0939 -1.3640
H 3.3571 -2.1904 -0.3753
H 2.4660 -3.4087 1.5115
H 1.3459 -5.0323 2.8586
H 0.2119 -7.1618 3.3370
H -1.5823 -8.3179 4.5688
H -3.4882 -7.0306 5.4700
H -3.5896 -4.5835 5.1661
H -1.8116 -3.4177 3.9437
C -4.0648 -1.3919 -3.6376
C -3.1912 -2.4664 -3.7210
C -2.1210 -2.5280 -2.8557
N -1.9188 -1.5723 -1.9313
C -2.7546 -0.5251 -1.8440
C -3.8408 -0.4092 -2.6850
H -4.9088 -1.3201 -4.3103
H -3.3266 -3.2509 -4.4514
H -1.4015 -3.3338 -2.8927
H -2.5314 0.2105 -1.0850
H -4.4945 0.4457 -2.5895
N -0.8324 5.4796 1.9698
C -0.8464 6.8408 1.7467
C -1.0235 7.9295 2.6005
C -0.9739 9.1739 2.0151
C -0.7563 9.3404 0.6311
C -0.5826 8.2630 -0.2035
C -0.6296 6.9881 0.3717
N -0.4881 5.7493 -0.2204
C -0.6133 4.8886 0.7527
C -0.5234 3.4484 0.5350
C -0.2819 2.9829 -0.7619
C -0.1930 1.6294 -0.9824
N -0.3269 0.7077 -0.0117
C -0.5572 1.1555 1.2249
C -0.6622 2.4969 1.5428
H -0.9547 5.0288 2.8584
H -1.1897 7.8095 3.6624
H -1.1046 10.0530 2.6315
H -0.7263 10.3425 0.2261
H -0.4139 8.3824 -1.2646
H -0.1665 3.6946 -1.5671
H -0.0056 1.2494 -1.9825
H -0.6569 0.4059 2.0028
H -0.8485 2.7750 2.5710
*
```

As for the gap between HOMO and LUMO: 4.3 eV.

=====

Computed, not measured: C33H28IrN6O6S as an isolated structure in a non-equilibrium geometry, with the ωB97M-V functional and the def2-TZVPD basis.

The geometry in ORCA input format:
```
! RIJCOSX wB97M-V def2-TZVPD def2/J DEFGRID3
* xyz 0 2
Ir -0.7164 -0.8603 -0.1356
O 5.9993 -1.0378 1.0467
C 5.6037 -0.2590 0.2013
O 6.1000 0.4691 -0.6371
C 3.9998 -0.1632 0.1951
C 3.2735 -0.8156 1.1837
C 1.8894 -0.8233 1.1073
N 1.2126 -0.1598 0.1208
C 1.9319 0.6036 -0.7643
C 3.3400 0.5544 -0.7678
C 1.3139 1.5705 -1.6422
C 1.8887 2.8423 -1.7680
C 1.2114 3.8855 -2.3513
C -0.1342 3.6795 -2.7402
C -0.6354 2.4206 -2.7155
N 0.1040 1.3447 -2.3013
C 1.1037 -1.5360 2.1200
C 1.6773 -2.3679 3.0895
C 0.8621 -2.9895 4.0147
C -0.5107 -2.7692 3.9717
C -1.0055 -1.9335 2.9862
N -0.2295 -1.3411 2.0916
H 3.8102 -1.3232 1.9666
H 3.8997 1.0476 -1.5459
H 2.8577 3.0063 -1.3240
H 1.6638 4.8563 -2.4634
H -0.7488 4.5095 -3.0433
H -1.6379 2.1968 -3.0499
H 2.7401 -2.5484 3.1178
H 1.2945 -3.6353 4.7645
H -1.1749 -3.2363 4.6816
H -2.0633 -1.7259 2.9139
O -5.5154 4.0600 1.0297
C -4.6062 4.2380 0.2540
O -4.2078 5.0882 -0.5129
C -3.6048 2.9635 0.2236
C -2.2472 3.1896 0.3565
C -1.3928 2.1011 0.3305
N -1.8289 0.8608 0.1103
C -3.1479 0.6648 -0.0277
C -4.0843 1.6830 0.0588
C -3.5959 -0.7723 -0.3523
O -4.7734 -1.0239 -0.4678
O -2.6180 -1.5700 -0.4954
H -1.8642 4.1912 0.4681
H -0.3301 2.2375 0.4757
H -5.1314 1.4385 -0.0264
N 1.1358 -7.5162 0.7319
C 1.8557 -6.4912 0.1824
S 3.5308 -6.7055 0.0067
C 1.2310 -5.2676 -0.1365
C -0.1240 -4.9845 0.1860
C -0.6356 -3.7375 -0.0101
N 0.0738 -2.6998 -0.5128
C 1.3372 -2.9836 -0.9200
C 1.9280 -4.1999 -0.7605
H 1.6336 -8.3806 0.8746
H 0.1621 -7.6064 0.4874
H -0.7504 -5.7350 0.6396
H -1.6699 -3.5334 0.2268
H 1.8904 -2.1807 -1.3880
H 2.9422 -4.3564 -1.0902
C -0.5248 -1.2457 -5.0079
C -0.1132 0.1168 -4.4564
C 1.2864 0.4967 -4.9361
C -0.1753 0.0613 -2.9167
H -0.5185 -1.2150 -6.0934
H -1.5250 -1.5217 -4.6789
H 0.1730 -2.0147 -4.6825
H -0.8216 0.8710 -4.8185
H 2.0232 -0.2299 -4.5956
H 1.5765 1.4820 -4.5735
H 1.3054 0.5198 -6.0236
H 0.5775 -0.6497 -2.5725
H -1.1757 -0.2919 -2.6312
*
```

As for the gap between HOMO and LUMO (spin up / spin down): 4.8 / 4.8 eV. The energy above the lowest of the compared OMol25 structures with the same formula, charge and spin comes out at 1.839 eV. As for the expectation value of S²: 0.75.

=====

Computed, not measured: C33H28N2O3RuSSi as an isolated structure in a non-equilibrium geometry, with the ωB97M-V functional and the def2-TZVPD basis.

The geometry in ORCA input format:
```
! RIJCOSX wB97M-V def2-TZVPD def2/J DEFGRID3
* xyz -1 6
Ru -0.4697 -0.5020 0.0474
O 1.0953 3.2697 1.3981
C 0.1911 2.4734 1.1116
O 0.1400 1.2390 1.4366
C -1.0028 3.1135 0.3395
C -1.5810 4.2852 0.8692
C -2.7414 4.8025 0.3465
C -3.2927 4.2010 -0.7778
C -2.7101 3.0823 -1.3586
C -1.5682 2.5003 -0.7841
S -0.9002 1.0258 -1.5681
H -1.0509 4.7544 1.6948
H -3.2102 5.6739 0.8066
H -4.2179 4.5892 -1.2018
H -3.1712 2.5926 -2.2201
O -0.5125 -0.9670 2.5707
C 0.3689 -2.0155 2.9203
C 0.6252 -2.8754 1.7296
C 1.4025 -4.0121 1.8785
C 1.6069 -4.8696 0.8172
C 0.9567 -4.5525 -0.3774
C 0.1558 -3.4246 -0.4479
N 0.0753 -2.4926 0.5423
H -0.1681 -0.1056 2.8712
H -0.0544 -2.6301 3.7436
H 1.3463 -1.6065 3.2863
H 1.8620 -4.1778 2.8573
H 2.2675 -5.7402 0.9092
H 1.1070 -5.1477 -1.2681
H -0.3967 -3.2250 -1.3729
C 3.6306 -3.4341 -3.2805
C 2.6111 -2.5653 -3.6851
C 2.0866 -1.6162 -2.8088
C 2.5857 -1.5327 -1.5093
C 3.5771 -2.4231 -1.1159
C 4.1099 -3.3751 -1.9813
Si 1.8868 -0.2489 -0.3021
C 2.7308 1.3837 -0.7831
C 3.7997 1.8560 -0.0183
C 4.4630 3.0251 -0.3627
C 4.0659 3.7477 -1.4767
C 3.0058 3.2860 -2.2514
C 2.3619 2.0946 -1.9144
H 4.0542 -4.1234 -4.0106
H 2.2031 -2.6360 -4.6940
H 1.2827 -0.9750 -3.1537
H 3.9262 -2.4176 -0.0781
H 4.8690 -4.0765 -1.6224
H 2.5008 -0.5996 1.0499
H 4.1100 1.3260 0.8941
H 5.3105 3.3598 0.2327
H 4.5602 4.6798 -1.7433
H 2.6669 3.8481 -3.1215
H 1.5877 1.7235 -2.6028
C -2.3971 -1.2145 -0.1749
C -3.4376 -0.5493 0.6006
C -3.5759 -0.8761 1.9878
C -4.4982 -0.2132 2.7719
C -5.3020 0.8107 2.2033
C -5.1571 1.1716 0.8511
C -4.2575 0.4850 0.0453
C -6.2284 1.5117 3.0365
N -7.0040 2.0693 3.6951
H -2.5149 -1.1060 -1.2616
H -2.3510 -2.3076 0.0736
H -2.9205 -1.6396 2.4315
H -4.6120 -0.4644 3.8349
H -5.7445 2.0070 0.4578
H -4.1377 0.7502 -1.0134
*
```

As for the gap between HOMO and LUMO (spin up / spin down): 4.5 / 6.7 eV. The energy above the lowest of the compared OMol25 structures with the same formula, charge and spin comes out at 0.873 eV. As for the expectation value of S²: 8.79.

=====

Computed, not measured: C33H28N6P2S2Sm as an isolated structure in a non-equilibrium geometry, with the ωB97M-V functional and the def2-TZVPD basis.

The geometry in ORCA input format:
```
! RIJCOSX wB97M-V def2-TZVPD def2/J DEFGRID3
* xyz 1 6
Sm 0.1496 -0.0264 -1.6020
S -1.1908 2.2079 -1.1077
P -0.5999 1.5774 0.8547
C -0.2086 -0.1231 0.8401
P -0.9801 -1.6880 0.8742
S -1.1721 -2.3045 -1.1421
C 0.0321 -2.9292 1.7672
C 1.3809 -2.7567 2.1508
C 2.0387 -3.6512 2.9297
C 1.3800 -4.8465 3.3095
C 0.0836 -5.0913 2.8449
C -0.6006 -4.1199 2.0672
C -2.6797 -1.8115 1.4332
C -3.6962 -1.6004 0.5044
C -5.0057 -1.8190 0.8940
C -5.3132 -2.2546 2.1690
C -4.2887 -2.4350 3.0943
C -2.9452 -2.1761 2.7317
C 1.0547 2.3467 1.1944
C 1.0075 3.7336 1.4632
C 2.1864 4.4117 1.7384
C 3.4179 3.7461 1.8020
C 3.4712 2.3778 1.5480
C 2.2741 1.6865 1.2629
C -1.7699 2.2597 1.9778
C -1.5045 2.5059 3.3430
C -2.2841 3.4565 3.9847
C -3.2819 4.1393 3.3217
C -3.6417 3.7305 2.0143
C -2.9818 2.6978 1.3784
H 1.8639 -1.8119 1.9303
H 3.0542 -3.4256 3.3332
H 1.9461 -5.5950 3.8801
H -0.3825 -6.0347 3.1085
H -1.5739 -4.2708 1.6521
H -3.3999 -1.2341 -0.5022
H -5.7984 -1.6387 0.1375
H -6.3587 -2.4922 2.4631
H -4.5269 -2.6795 4.1435
H -2.1285 -2.3292 3.4673
H 0.0602 4.2533 1.4312
H 2.1266 5.5034 1.9437
H 4.3650 4.2511 2.0002
H 4.3779 1.7891 1.6139
H 2.2916 0.6178 1.0906
H -0.5782 2.0584 3.7602
H -2.0503 3.6107 5.0503
H -3.8605 4.9270 3.8191
H -4.4537 4.1712 1.4057
H -3.2908 2.2877 0.4253
N -1.8461 0.0636 -4.6092
C -0.5910 -0.1719 -5.0273
N -0.3372 -0.2049 -6.3163
C 0.9879 -0.4008 -6.5883
N 1.2795 -0.7380 -7.8563
N 2.0565 -0.2478 -5.7690
C 1.6620 -0.1539 -4.4846
N 0.3598 -0.1772 -4.0384
C 2.7657 0.0358 -3.5119
C 4.1069 0.1956 -3.9751
C 5.1294 0.2600 -3.0523
C 4.8734 0.1695 -1.6718
C 3.5690 -0.1476 -1.3289
N 2.5543 -0.0846 -2.1868
H -2.5845 0.0636 -5.2928
H -2.1380 -0.3863 -3.7227
H 0.5249 -0.7625 -8.5249
H 2.2060 -0.9647 -8.1908
H 4.2752 0.1909 -5.0384
H 6.1600 0.4502 -3.3738
H 5.6517 0.3141 -0.9075
H 3.3197 -0.5050 -0.3285
*
```

As for the gap between HOMO and LUMO (spin up / spin down): 6.0 / 6.0 eV. As for the expectation value of S²: 8.81.

=====

DFT total energy, respectively: -4537.645089 -2095.148890 -4462.430027 -2556.815671 -2392.082724 -3739.805381 hartree.